(1)
DFT (ωB97M-V with the def2-TZVPD basis set) results for a 12-piece molecular cluster, H24O12 overall.

Summary:
* SMILES: O.O.O.O.O.O.O.O.O.O.O.O
* energy relative to the best compared isomer or geometry (same formula, charge and spin): 1.989 eV
* Kohn-Sham gap: 9.736 eV
* total charge: 0
* electronic energy: -917.25225 hartree

Cartesian coordinates (Å):
O  -2.81706  -0.41558  1.43567
H  -2.56206  -1.02158  2.14167
H  -1.88506  -0.36958  1.14667
O  1.78394  1.69942  1.10667
H  2.40594  1.46142  0.42867
H  2.19694  1.55042  1.97067
O  0.41394  2.83642  -1.10333
H  0.42294  3.77742  -1.33133
H  0.85794  2.76142  -0.25833
O  -2.44806  -2.19258  -0.84333
H  -1.59206  -2.62458  -0.75133
H  -2.84306  -2.21158  0.01867
O  -0.01306  -3.28658  -0.75933
H  -0.04206  -3.65658  0.18567
H  0.71394  -2.65458  -0.87133
O  -1.23706  2.40142  1.74467
H  -1.63906  2.02942  2.55767
H  -1.83606  2.11342  1.03467
O  0.41794  4.38342  1.92867
H  0.56394  4.41442  2.90667
H  -0.00606  3.48742  1.89867
O  0.05894  -2.29758  -3.63533
H  0.46694  -1.80458  -2.92733
H  -0.87506  -2.14958  -3.71133
O  1.88794  -1.52258  -1.17133
H  2.69894  -2.11058  -1.24133
H  2.17194  -0.86858  -0.61233
O  -0.31106  0.47042  -2.46333
H  -0.09906  1.23742  -1.90933
H  -1.28106  0.55842  -2.44033
O  -0.31206  -0.17658  0.51667
H  -0.01606  0.74642  0.74967
H  -0.14606  -0.31858  -0.43033
O  1.70794  -2.05558  1.92667
H  0.92794  -1.71258  1.45667
H  2.26294  -2.47858  1.30567

Forces on atoms 1 to 3 (eV/Å):
O 0.8 -0.4 0.9
H -1.1 -0.2 0.7
H -0.1 0.7 -1.3

Mulliken population analysis, charges in e, atoms 1 to 4: O -0.629; H 0.375; H 0.359; O -0.576

=====

(2)
DFT (ωB97M-V with the def2-TZVPD basis set) results for a 12-piece molecular cluster, H24O12 overall.

Summary:
* SMILES: O.O.O.O.O.O.O.O.O.O.O.O
* energy relative to the best compared isomer or geometry (same formula, charge and spin): 4.661 eV
* Kohn-Sham gap: 9.642 eV
* total charge: 0
* electronic energy: -917.15405 hartree

Cartesian coordinates (Å):
O  -0.18319  0.15641  -0.49566
H  0.12821  1.05519  -0.65128
H  0.56623  -0.28233  -0.07749
O  1.60545  -3.45522  2.50495
H  0.66433  -3.28446  2.38610
H  1.79969  -3.09968  3.37951
O  -3.81841  -1.42360  1.44768
H  -3.55890  -0.53037  1.70022
H  -4.50592  -1.28971  0.78557
O  -1.35025  -0.85787  -2.55240
H  -1.89866  -0.14892  -2.19795
H  -1.82824  -1.66219  -2.32091
O  0.62834  1.73751  3.07185
H  -0.11823  2.18295  2.65567
H  0.47760  0.80384  2.88606
O  0.34798  4.06183  -1.07018
H  1.09408  3.48291  -1.26296
H  0.42181  4.76540  -1.72481
O  1.75191  -0.26278  -1.15363
H  1.97644  0.64722  -0.92896
H  2.39093  -0.50065  -1.83485
O  -3.10947  2.25233  1.67951
H  -2.41206  1.58785  1.71229
H  -3.66488  2.04707  2.44003
O  -4.04842  -1.97855  -0.93138
H  -3.11924  -1.84241  -0.71442
H  -4.33389  -2.66607  -0.31916
O  3.86329  1.24270  1.65441
H  3.46861  1.77159  0.95192
H  4.79726  1.20096  1.42001
O  0.24254  1.25299  -2.91608
H  1.11645  1.51362  -3.22808
H  0.31883  0.30313  -2.77139
O  3.20204  -3.22103  -1.30802
H  3.34871  -2.95218  -0.39413
H  3.73904  -2.60749  -1.82202

Forces on atoms 1 to 3 (eV/Å):
O -2.7 1.1 2.6
H -0.6 -0.1 -0.1
H -0.9 -0.1 0.1

Mulliken population analysis, charges in e, atoms 1 to 4: O -0.579; H 0.272; H 0.368; O -0.625

=====

(3)
DFT (ωB97M-V with the def2-TZVPD basis set) results for a 12-piece molecular cluster, H24O12 overall.

Summary:
* SMILES: O.O.O.O.O.O.O.O.O.O.O.O
* energy relative to the best compared isomer or geometry (same formula, charge and spin): 2.339 eV
* Kohn-Sham gap: 8.824 eV
* total charge: 0
* electronic energy: -917.23941 hartree

Cartesian coordinates (Å):
O  0.03975  0.43103  -0.14644
H  0.05075  0.80403  0.76356
H  -0.61725  -0.30897  -0.01544
O  2.35275  0.88503  -2.83344
H  2.68175  0.29803  -3.53544
H  1.42675  0.68503  -2.65344
O  0.74075  0.00103  3.27356
H  0.53275  0.92603  3.13956
H  0.02175  -0.46197  3.73756
O  -3.70025  0.22203  -0.35944
H  -3.09125  -0.35697  0.07056
H  -3.26025  1.06903  -0.25044
O  -0.51025  2.05503  -2.30944
H  -0.36625  1.57803  -1.51444
H  -0.53825  1.36103  -2.99444
O  -1.53825  1.75903  2.40956
H  -1.00525  2.28203  1.84656
H  -2.11825  2.41803  2.81356
O  2.69775  -0.32697  1.09256
H  2.18675  -0.52197  1.87456
H  2.28675  -0.86797  0.36756
O  -1.73925  -1.49197  0.63356
H  -1.77225  -2.25397  0.02356
H  -2.48125  -1.65497  1.26956
O  1.80775  -1.88197  -0.88044
H  1.04575  -1.65797  -1.41644
H  2.58975  -1.65397  -1.38044
O  0.14875  -1.43097  -2.96144
H  0.05575  -1.56397  -3.91244
H  -0.81725  -1.23197  -2.82344
O  0.62275  -2.90197  1.60456
H  0.30975  -2.12397  1.10456
H  0.07975  -3.64797  1.30456
O  0.57875  2.97803  1.22656
H  0.90375  2.69803  0.36856
H  0.39475  3.89003  1.06256

Forces on atoms 1 to 3 (eV/Å):
O -1.2 -0.6 1.0
H 0.4 -0.4 -0.7
H 0.8 1.2 -0.2

Mulliken population analysis, charges in e, atoms 1 to 4: O -0.139; H 0.097; H 0.176; O -0.606